DFT (ωB97M-V/def2-TZVPD) results for a molecular structure, BrZr at a distorted geometry.

HOMO: -28.88 eV
LUMO: -0.7811 Eh
M: 171.13 g mol⁻¹
Total charge: +3

CARTESIAN COORDINATES (ANGSTROEM)
Zr1 -1.1661 0.2374 -0.4158
Br1 1.1661 -0.2374 0.4158

Calculated atomic charges, method natural (NBO), unit e: 2.62, 0.38